# 1
# C28H35BCuN5O4S2

A structure of composition C28H35BCuN5O4S2 (ωB97M-V/def2-TZVPD, OMol25).

Its total energy is -4124.37098 Ha. The calculation puts the LUMO energy (alpha / beta) at -0.1337 / -0.1584 hartree. The value obtained for the largest force on an atom is 0.0064 hartree/bohr. As for the energy relative to the best compared isomer or geometry (same formula, charge and spin): 9.9 kcal/mol.

Structure (ORCA input):
```
! RIJCOSX wB97M-V def2-TZVPD def2/J DEFGRID3
* xyz 1 2
Cu 0.00086 -0.25205 -0.38109
O -0.27950 -1.74630 0.57293
S 0.98847 -0.64068 3.47135
C -0.74454 -0.70656 3.98549
C -1.43681 0.65040 3.96955
C -1.52114 1.24539 2.56186
C -2.82390 0.88401 1.88007
S -2.97101 1.25575 0.13379
O -1.95761 0.41189 -0.61383
C -2.33841 2.92621 0.06756
C -2.75821 3.90854 0.95469
C -2.26182 5.19644 0.82245
C -1.36102 5.49912 -0.19071
C -0.96794 4.51652 -1.08840
C -1.46332 3.22563 -0.96716
C 1.73594 0.41616 4.68136
C 1.22686 0.63175 5.95833
C 1.90135 1.45785 6.84663
C 3.09553 2.06140 6.48258
C 3.61758 1.82943 5.21785
C 2.93976 1.02011 4.32018
H -0.80662 -1.16533 4.97165
H -1.20352 -1.40104 3.27992
H -0.91349 1.33860 4.63525
H -2.44240 0.53602 4.38768
H -0.68584 0.86495 1.97305
H -1.42287 2.33042 2.61353
H -3.68692 1.38191 2.33436
H -3.01096 -0.19297 1.90475
H -3.47287 3.68657 1.73738
H -2.58321 5.96534 1.51209
H -0.97932 6.50659 -0.28928
H -0.28750 4.75802 -1.89473
H -1.17505 2.45047 -1.66568
H 0.31310 0.14933 6.27623
H 1.49520 1.61653 7.83716
H 3.61899 2.69997 7.18100
H 4.56074 2.27553 4.93037
H 3.35677 0.82900 3.33672
N 2.15881 3.31840 0.67000
C 1.44901 2.32202 1.20291
N 1.08708 1.49922 0.23800
C 1.63298 2.06078 -0.87796
N 2.28949 3.17120 -0.66171
C 1.45484 1.40758 -2.17581
C 2.01665 1.84021 -3.36791
N 1.81975 1.18082 -4.50170
C 1.06533 0.08832 -4.45532
C 0.49415 -0.36140 -3.27357
N 0.69692 0.30681 -2.14054
H 2.57820 4.10870 1.13423
H 1.23501 2.21779 2.25554
H 2.63263 2.73014 -3.39289
H 0.90826 -0.44897 -5.38124
H -0.12489 -1.24776 -3.22666
C -3.82224 -3.03903 -1.42584
C -3.01800 -3.83659 -0.40606
C -3.08683 -5.31710 -0.72698
O -1.64618 -3.39867 -0.52188
B -1.40780 -2.48077 0.47760
O -2.45119 -2.41046 1.38894
C -3.37902 -3.47991 1.07964
C -4.79173 -2.96063 1.27666
C -3.09250 -4.60833 2.05910
H -3.42487 -3.24622 -2.41965
H -3.73165 -1.96628 -1.24343
H -4.87676 -3.31358 -1.41498
H -2.84528 -5.47314 -1.77809
H -4.09283 -5.70212 -0.54991
H -2.38201 -5.88896 -0.12765
H -4.96890 -2.04989 0.70540
H -4.95707 -2.74705 2.33378
H -5.52418 -3.70786 0.96806
H -2.08034 -4.99366 1.93306
H -3.79759 -5.43073 1.93932
H -3.18418 -4.22157 3.07446
*
```


# 2
# C28H35F21O14

A cluster of 7 separate species, C28H35F21O14 in total in a non-equilibrium geometry (ωB97M-V/def2-TZVPD, OMol25).

Its total energy is -4238.46803 Ha. The calculation puts the LUMO energy at 0.0126 hartree. The value obtained for the largest force on an atom is 0.1222 hartree/bohr. As for the energy relative to the best compared isomer or geometry (same formula, charge and spin): 96.8 kcal/mol. As for the structure (SMILES): CCOC(=O)C(F)(F)F.CCOC(=O)C(F)(F)F.CCOC(=O)C(F)(F)F.CCOC(=O)C(F)(F)F.CCOC(=O)C(F)(F)F.CCOC(=O)C(F)(F)F.CCOC(=O)C(F)(F)F.

Structure (ORCA input):
```
! RIJCOSX wB97M-V def2-TZVPD def2/J DEFGRID3
* xyz 0 1
C -3.55697 3.37277 -7.14199
C -3.03486 2.74593 -5.86787
O -3.07139 3.60646 -4.77912
C -2.73796 3.12664 -3.58348
O -2.34920 1.90477 -3.37627
C -2.78486 4.18399 -2.45747
F -3.03237 5.43931 -2.90995
F -3.72203 3.83578 -1.62358
F -1.65096 4.15638 -1.79214
H -4.59876 3.66694 -7.01450
H -3.51828 2.59702 -7.90671
H -2.95000 4.19911 -7.51194
H -2.01762 2.36436 -5.95584
H -3.54003 1.81311 -5.61737
C -7.66196 -3.98250 -1.93708
C -6.25114 -4.19306 -2.42706
O -5.38642 -3.35771 -1.72759
C -5.04167 -3.63085 -0.41982
O -5.61096 -4.51321 0.27635
C -3.91482 -2.85091 0.18940
F -4.32371 -2.44887 1.38663
F -2.87319 -3.65219 0.23176
F -3.67647 -1.77270 -0.51076
H -8.44528 -4.56094 -2.42690
H -7.88872 -2.92957 -2.10445
H -7.82958 -4.14281 -0.87204
H -6.23715 -3.97614 -3.49516
H -5.97628 -5.24675 -2.37924
C -2.67047 -0.72206 7.87914
C -1.59011 -1.75794 7.39166
O -1.20731 -2.45311 8.57493
C -1.91175 -3.54857 9.05642
O -2.79059 -4.16136 8.48338
C -1.24218 -4.25218 10.26382
F -1.11710 -5.57348 10.12085
F -0.02368 -3.81590 10.56420
F -2.09981 -4.15258 11.30269
H -2.43610 -0.24397 8.83025
H -3.64077 -1.21720 7.91731
H -2.64772 0.11208 7.17785
H -0.69675 -1.17787 7.16030
H -1.94072 -2.39284 6.57796
C 1.36775 0.66787 -3.31664
C 1.04181 0.07709 -4.65406
O 2.24858 0.06341 -5.39789
C 3.19627 -0.94945 -5.15151
O 3.02104 -1.83177 -4.29424
C 4.54158 -0.89027 -5.95797
F 5.59177 -0.81240 -5.09971
F 4.70212 -1.96727 -6.62256
F 4.61728 0.17719 -6.79568
H 0.45219 0.89817 -2.77182
H 1.88611 1.61898 -3.43827
H 1.96312 -0.00523 -2.69972
H 0.33010 0.73822 -5.14852
H 0.64968 -0.93690 -4.57557
C 5.40130 4.56017 1.44286
C 4.50150 3.98480 0.36313
O 3.22168 4.51733 0.59220
C 2.09753 4.03115 0.06731
O 2.16356 3.10723 -0.72670
C 0.76077 4.71485 0.49709
F 0.32318 5.58746 -0.44106
F -0.22218 3.77844 0.67419
F 0.90892 5.29924 1.71493
H 5.29218 5.63817 1.56165
H 6.46966 4.36140 1.35795
H 5.07433 4.24585 2.43402
H 4.54087 2.89574 0.38556
H 4.82235 4.18181 -0.65977
C 8.16359 -0.12983 -1.05793
C 6.99474 0.64851 -0.35733
O 5.91154 -0.27008 -0.25793
C 4.98562 -0.17174 0.73042
O 4.94379 0.73902 1.58411
C 3.79989 -1.18664 0.71228
F 2.65217 -0.63773 1.15282
F 3.59049 -1.58826 -0.52689
F 4.06936 -2.20584 1.54757
H 7.89640 -0.47598 -2.05638
H 8.39335 -1.10249 -0.62291
H 9.06727 0.46370 -1.19643
H 6.61168 1.45210 -0.98631
H 7.33086 1.19426 0.52431
C -1.62766 0.77432 0.10504
C -0.63149 -0.26466 0.55987
O -1.28182 -1.00061 1.58460
C -0.65163 -2.18195 1.96886
O 0.39410 -2.65813 1.43801
C -1.34339 -2.86186 3.17711
F -2.60605 -2.38001 3.32780
F -1.46153 -4.17565 2.98038
F -0.67393 -2.64742 4.36824
H -2.51627 0.26734 -0.27104
H -1.30732 1.26745 -0.81273
H -1.89544 1.54101 0.83207
H 0.21281 0.30090 0.95407
H -0.28849 -0.85839 -0.28745
*
```


Question: Which formula does entry 1 have?
Answer: C28H35BCuN5O4S2